Entry 1:
16
Properties=species:S:1:pos:R:3:forces:R:3 method="wB97M-V/def2-TZVPD" total_energy_ha=-325.2082 mol_weight_g_mol=92.12 orbital_gap_ev=10.5064 e_above_lowest_ev=2.975 total_charge=+1 e_lumo_ha=-0.1735 homo_energy_ev=-15.2278
C 1.60902 0.51882 0.95485 1.25 -1.50 3.22
C -1.67852 0.01666 -0.74785 -1.90 1.03 -0.53
C 1.63677 -0.76397 0.27958 -1.70 2.59 -0.76
N -1.17430 -0.33484 0.56420 -0.77 0.84 -1.26
O -0.73783 0.75221 -1.57300 2.03 1.41 2.07
O 1.17379 -0.91680 -0.84275 -1.71 0.94 -2.80
H 0.98174 1.15337 0.46626 -1.38 1.88 -1.55
H 2.65657 0.90771 0.95481 -0.71 -0.15 0.68
H 1.07694 0.35379 1.98877 1.72 0.37 -1.57
H -1.83228 -0.72206 -1.50666 -0.50 -1.63 0.59
H -2.65024 0.58162 -0.71582 1.11 -0.22 0.18
H 1.86051 -1.65947 0.68750 1.75 -2.74 1.86
H -1.05817 -1.31358 0.49781 0.11 -1.25 0.88
H -1.80362 -0.06506 1.32198 0.17 -0.30 -0.44
H -0.54081 1.56551 -1.03064 -0.13 -0.59 -1.19
H 0.48042 -0.07394 -1.29905 0.66 -0.67 0.62



Entry 2:
16
Properties=species:S:1:pos:R:3:forces:R:3 method="wB97M-V/def2-TZVPD" total_energy_ha=-325.1337 mol_weight_g_mol=92.12 orbital_gap_ev=11.1249 e_above_lowest_ev=5.002 total_charge=+1 e_lumo_ha=-0.1468 homo_energy_ev=-15.1203
C -1.29540 1.21534 0.29038 1.18 -2.57 -1.41
C -0.22628 -0.88181 1.28813 -0.92 1.95 1.17
C -0.61895 -0.71723 -1.02576 -0.56 2.08 -3.20
N -0.63183 -0.15876 0.09579 -1.97 -0.58 -0.24
O 2.00152 -0.44572 -1.23238 1.38 1.03 -2.25
O 1.94710 0.83383 -0.58048 2.84 -0.18 1.38
H -0.59528 1.84994 0.69990 1.75 1.42 0.75
H -1.56155 1.51235 -0.69832 -0.52 0.46 -0.37
H -2.07178 1.11267 0.98471 -1.43 -0.35 0.64
H 0.65490 -0.32079 1.44541 1.57 -0.08 1.15
H -0.95920 -0.48921 2.02030 0.53 -1.01 0.16
H -0.07399 -1.96074 1.29864 -0.30 0.28 -0.64
H -0.91558 -0.12076 -1.93839 0.12 -0.52 1.25
H -0.28705 -1.67941 -1.30771 0.43 -1.12 0.76
H 2.92302 0.82441 -0.22782 -2.68 0.59 -0.44
H 2.56944 -0.13145 -2.02362 -1.42 -1.40 1.30



Entry 3:
16
Properties=species:S:1:pos:R:3:forces:R:3 method="wB97M-V/def2-TZVPD" total_energy_ha=-325.2658 mol_weight_g_mol=92.12 orbital_gap_ev=12.2428 e_above_lowest_ev=1.406 total_charge=+1 e_lumo_ha=-0.1226 homo_energy_ev=-15.5788
O -1.16268 1.02174 -0.29581 -3.37 -0.65 -2.43
C -2.23640 0.82680 -0.90603 1.46 -0.15 2.24
O -3.37097 0.40442 -0.24067 1.37 1.08 -0.49
H -2.40110 0.89000 -2.00040 0.51 0.26 0.41
H -3.93212 1.19809 -0.16475 -0.36 -0.43 0.01
C 1.79609 0.76192 0.23012 -1.56 0.34 0.40
N 0.83958 -0.29970 0.72840 -1.20 0.12 3.51
C 0.89946 -1.63753 0.13436 2.71 -1.28 -1.60
H 2.67239 0.83420 0.82705 0.74 -0.57 0.47
H 2.01210 0.59640 -0.79595 0.21 -0.32 -0.81
H 1.30364 1.72591 0.32560 -0.25 -0.07 -0.07
H -0.18373 -0.05995 0.59525 1.25 0.85 -0.20
H 0.87338 -0.32977 1.82780 0.38 -0.16 -2.56
H 0.62147 -1.52470 -0.91948 -0.42 -0.05 0.28
H 0.28948 -2.39441 0.63221 0.03 0.47 0.09
H 1.97944 -2.01343 0.02231 -1.50 0.56 0.74



Entry 4:
16
Properties=species:S:1:pos:R:3:forces:R:3 method="wB97M-V/def2-TZVPD" total_energy_ha=-325.2556 mol_weight_g_mol=92.12 orbital_gap_ev=11.6627 e_above_lowest_ev=1.686 total_charge=+1 e_lumo_ha=-0.1107 homo_energy_ev=-14.6751
O -0.98414 0.75841 -0.29046 -0.27 -0.35 1.51
C -2.06240 1.30606 -0.27412 0.81 0.14 -1.50
O -2.90420 1.53770 0.72090 0.71 -0.52 -0.26
H -2.37738 1.69775 -1.23765 -0.64 0.31 -0.28
H -3.65935 1.92985 0.26471 -0.43 0.21 0.55
C 1.84204 -0.93964 -1.25404 -2.14 1.10 -1.14
N 1.33795 -0.84287 0.17654 4.70 1.80 -1.04
C 2.42751 -1.57532 0.95370 -2.97 -3.56 1.91
H 2.90918 -0.86956 -1.40056 0.23 -0.33 0.71
H 1.39096 -1.80570 -1.74650 0.37 -0.03 0.34
H 1.42482 -0.05979 -1.74611 -0.06 -0.13 -0.22
H 0.32449 -0.99713 0.21983 0.31 -0.51 0.62
H 1.51439 0.12008 0.46624 -0.89 0.28 -0.27
H 2.16572 -2.58765 0.65774 0.67 -0.51 -0.12
H 2.09890 -1.64557 1.99115 0.29 0.65 0.17
H 3.52656 -1.52396 0.91498 -0.71 1.46 -0.96